62
Properties=species:S:1:pos:R:3 method="wB97M-V/def2-TZVPD" homo_ev="-6.7 / -7.5" total_charge=0 spin_multiplicity=5 e_lumo_ev="0.418 / -2.426"
Rh -0.738 2.665 -0.247
S -2.327 0.688 -0.270
F -5.165 3.508 2.726
F -3.958 2.876 0.390
F -4.689 1.997 4.973
F -3.203 -0.297 4.783
F -1.875 -0.849 2.497
O -0.059 2.307 -5.442
O 0.612 -1.036 -2.854
C 1.622 -0.330 -3.664
C -0.874 1.901 -7.714
C 0.419 -2.109 1.084
C -2.829 0.126 2.465
C -4.395 2.405 2.654
C 0.024 3.542 1.387
C -0.136 2.129 1.616
C -0.680 -2.706 -0.855
C 1.100 2.100 -6.325
C -0.207 -1.310 -3.997
C -3.848 2.024 1.439
C -3.051 0.881 1.289
C 0.898 3.697 0.246
C -0.854 -2.448 0.521
C 1.507 1.175 -3.555
C 3.007 -0.705 -3.205
C 1.385 -2.160 0.049
C 0.707 -2.543 -1.147
C -3.399 0.470 3.686
C 0.932 -0.894 -4.951
C 0.658 2.032 -7.793
C -1.241 2.067 -6.212
C -4.145 1.643 3.793
C 0.587 1.411 0.596
C 1.274 2.390 -0.195
H 1.920 1.632 -4.453
H -1.963 2.882 -6.077
H 1.504 -1.700 -5.439
H 0.474 1.525 -3.486
H 1.011 2.928 -8.322
H 3.117 -1.779 -3.214
H 0.639 0.340 0.408
H 1.194 -2.810 -2.069
H -1.459 -2.973 -1.565
H 0.453 -0.192 -5.645
H 1.671 1.138 -6.207
H -0.989 -0.525 -3.996
H -0.651 -2.313 -4.092
H -1.357 2.658 -8.337
H 1.091 1.140 -8.269
H 3.777 -0.306 -3.865
H -0.639 1.706 2.481
H 2.451 -1.969 0.136
H 2.000 2.140 -0.952
H -0.412 4.317 2.012
H 1.848 2.886 -6.136
H -1.723 1.140 -5.847
H -1.796 -2.529 1.039
H 1.354 4.616 -0.095
H 2.078 1.720 -2.787
H 0.629 -1.885 2.124
H 3.217 -0.299 -2.203
H -1.202 0.904 -8.034